1.
Density functional theory data (ωB97M-V with the def2-TZVPD basis set) for one molecule with the formula C25H30N4O5.

XYZ file:
```
64
Properties=species:S:1:pos:R:3:forces:R:3:lowdin_charge:R:1
C -0.774 -1.238 -2.388 -0.07 0.14 -0.07 -0.09
O 0.210 -2.133 -1.946 0.12 -0.26 0.05 -0.20
C 1.497 -1.552 -1.910 0.27 0.01 -0.10 -0.22
C 2.488 -2.558 -1.335 -0.43 0.27 0.20 -0.13
H 3.500 -2.196 -1.515 0.07 -0.03 -0.04 0.11
H 2.357 -3.511 -1.852 0.10 -0.05 -0.09 0.12
C 2.300 -2.752 0.172 0.26 0.08 -0.23 -0.16
N 0.992 -3.268 0.507 0.14 -0.23 0.12 0.07
C -0.023 -2.472 0.901 -0.05 -0.83 0.05 -0.45
O 0.136 -1.301 1.196 0.08 0.41 -0.02 0.05
C -1.359 -3.192 0.978 -0.20 0.36 0.02 -0.05
H -1.734 -3.291 -0.044 0.06 -0.09 0.03 0.12
H -1.215 -4.191 1.391 0.02 -0.02 -0.05 0.13
C -2.405 -2.456 1.821 0.15 -0.36 0.09 -0.09
N -2.627 -1.106 1.323 -0.19 -0.20 -0.02 0.08
C -2.119 -0.068 2.083 -0.17 0.24 0.22 -0.44
O -1.718 -0.235 3.214 0.11 -0.07 0.10 0.09
N -2.113 1.179 1.493 0.09 -0.03 0.33 0.05
C -2.660 1.425 0.250 -0.36 -0.21 -0.58 -0.13
C -2.628 2.693 -0.341 0.04 0.03 0.13 -0.01
C -3.224 2.899 -1.568 -0.02 -0.11 0.02 -0.06
C -3.861 1.863 -2.242 -0.02 0.02 -0.08 -0.07
C -3.879 0.607 -1.681 0.09 -0.05 0.21 -0.01
C -3.280 0.377 -0.442 0.03 0.36 -0.18 -0.07
C -3.237 -0.982 0.091 -0.04 0.11 0.06 -0.38
O -3.673 -1.957 -0.492 -0.04 -0.06 -0.03 0.08
H -4.347 -0.231 -2.176 -0.03 -0.08 -0.05 0.12
H -4.328 2.043 -3.198 -0.04 0.01 -0.09 0.10
H -3.189 3.884 -2.008 0.02 0.10 -0.02 0.11
H -2.132 3.516 0.143 0.09 0.09 0.10 0.11
C -1.424 2.236 2.209 0.12 0.25 0.11 -0.02
H -2.057 3.122 2.299 0.14 -0.06 -0.07 0.14
H -1.206 1.853 3.210 -0.07 0.11 -0.20 0.14
C -0.104 2.611 1.512 -0.50 0.06 0.30 -0.46
O 0.199 3.764 1.284 0.08 0.25 0.03 0.07
N 0.629 1.528 1.209 0.20 -0.51 -0.04 0.16
C 1.877 1.497 0.547 0.40 0.10 -0.18 -0.15
C 2.029 2.026 -0.735 -0.08 0.03 0.05 -0.21
C 3.267 1.906 -1.355 0.01 -0.01 0.03 -0.05
C 4.318 1.263 -0.730 0.06 -0.01 -0.05 -0.08
C 4.151 0.737 0.539 -0.02 -0.03 -0.03 -0.05
C 2.936 0.852 1.196 -0.10 0.06 0.00 -0.22
C 2.747 0.318 2.583 0.00 0.00 0.00 -0.03
H 2.477 1.126 3.262 -0.02 0.02 0.10 0.09
H 3.661 -0.148 2.943 0.05 -0.03 0.04 0.08
H 1.943 -0.418 2.612 -0.02 -0.07 0.08 0.07
H 4.975 0.240 1.030 0.07 -0.05 0.08 0.11
H 5.271 1.173 -1.231 0.09 0.00 -0.05 0.10
H 3.400 2.314 -2.346 -0.01 0.04 -0.11 0.11
C 0.888 2.690 -1.439 0.03 0.08 0.00 -0.03
H 1.129 2.863 -2.485 0.00 -0.03 -0.09 0.08
H -0.014 2.080 -1.380 -0.08 -0.01 -0.02 0.07
H 0.668 3.646 -0.965 -0.08 0.02 -0.04 0.08
H 0.328 0.621 1.549 -0.12 0.07 -0.05 0.10
H -2.075 -2.362 2.856 -0.13 -0.03 -0.18 0.13
H -3.351 -3.000 1.773 0.14 0.06 0.05 0.13
H 0.759 -4.169 0.121 -0.14 0.07 0.09 0.15
H 2.409 -1.792 0.677 0.07 -0.12 0.02 0.10
H 3.056 -3.446 0.553 -0.03 0.12 0.04 0.12
H 1.484 -0.643 -1.291 0.00 -0.02 -0.04 0.11
H 1.801 -1.264 -2.929 -0.04 0.02 0.08 0.13
H -1.725 -1.765 -2.353 -0.07 0.06 -0.03 0.09
H -0.824 -0.354 -1.738 -0.01 0.01 0.01 0.08
H -0.577 -0.903 -3.415 -0.02 0.02 0.00 0.10
```
Forces are in eV/Å.

Relative energy (zero: lowest compared OMol25 entry of this formula, charge and spin) in kJ/mol: 0.0
SMILES: COCCCNC(=O)CCn1c(=O)c2ccccc2n(CC(=O)Nc2c(C)cccc2C)c1=O
Kohn-Sham gap in eV: 8.95
DFT total energy in eV: -42613.3643
E_HOMO in eV: -8.63

2.
Density functional theory data (ωB97M-V with the def2-TZVPD basis set) for a 2-piece molecular cluster, C3H8O overall.

XYZ file:
```
12
Properties=species:S:1:pos:R:3:forces:R:3:lowdin_charge:R:1
C -1.654 0.143 -0.623 -0.30 0.27 -0.06 -0.05
C 0.300 -1.246 0.801 0.19 0.14 0.51 0.00
O 0.860 -0.105 1.101 -0.10 -0.31 -0.09 -0.23
C 1.746 0.407 0.090 0.12 0.12 -0.10 -0.08
H -1.577 0.461 -1.663 -0.17 0.04 0.06 0.03
H -2.631 -0.296 -0.418 0.03 0.12 -0.11 0.03
H -1.478 0.988 0.049 -0.04 -0.14 -0.14 0.04
H -0.894 -0.618 -0.464 -0.07 -0.13 -0.25 -0.05
H -0.488 -1.353 1.590 0.32 -0.06 -0.01 0.04
H 2.165 -0.423 -0.490 -0.08 0.17 0.18 0.09
H 1.132 1.044 -0.559 0.26 -0.09 0.11 0.09
H 2.518 1.000 0.587 -0.17 -0.15 -0.11 0.09
```
Forces are in eV/Å.

Relative energy (zero: lowest compared OMol25 entry of this formula, charge and spin) in kJ/mol: 345.0
Kohn-Sham gap in eV: 9.48
DFT total energy in eV: -5284.5753
E_HOMO in eV: -8.58

3.
Density functional theory data (ωB97M-V with the def2-TZVPD basis set) for one molecule with the formula C8H9BO2 at a distorted geometry.

XYZ file:
```
20
Properties=species:S:1:pos:R:3:forces:R:3:lowdin_charge:R:1
O -2.540 -1.079 -2.882 -0.18 0.94 0.47 0.18
O -3.089 1.284 -2.577 0.23 -0.47 -0.47 0.12
B -2.385 0.120 -2.241 1.55 0.89 1.08 -0.64
C -1.287 0.281 -1.126 -1.71 -0.06 0.17 0.02
C -0.500 -0.711 -0.662 -0.47 1.24 -0.53 -0.05
C 2.370 0.211 2.377 1.09 -0.70 0.20 -0.08
C 1.612 1.193 1.812 -0.34 0.13 -0.05 -0.10
C 2.202 -1.090 1.902 1.81 0.48 2.14 -0.12
C 0.691 0.880 0.846 -1.09 -1.61 -0.43 -0.03
C 1.301 -1.461 0.987 -2.11 -0.13 -2.34 -0.05
C 0.476 -0.463 0.379 1.45 0.83 1.69 -0.18
H -3.086 -0.795 -3.602 -0.89 -0.56 -1.28 0.09
H -2.647 2.121 -2.334 -0.37 -0.91 0.02 0.10
H -1.467 1.266 -0.609 1.02 -1.06 -0.28 0.10
H -0.546 -1.682 -1.145 0.09 -0.01 0.05 0.12
H 3.147 0.409 3.134 -0.58 -0.04 -0.43 0.11
H 1.656 2.213 2.102 0.28 0.70 0.43 0.10
H 2.839 -1.837 2.334 0.19 -0.40 0.16 0.10
H 0.011 1.676 0.577 0.21 -0.08 -0.50 0.09
H 1.243 -2.536 0.728 -0.19 0.83 -0.10 0.12
```
Forces are in eV/Å.

Relative energy (zero: lowest compared OMol25 entry of this formula, charge and spin) in kJ/mol: 0.0
SMILES: OB(O)/C=C/c1ccccc1
Kohn-Sham gap in eV: 8.58
DFT total energy in eV: -13215.2178
E_HOMO in eV: -8.46

What did the second record say?
Density functional theory data (ωB97M-V with the def2-TZVPD basis set) for a 2-piece molecular cluster, C3H8O overall.

XYZ file:
```
12
Properties=species:S:1:pos:R:3:forces:R:3:lowdin_charge:R:1
C -1.654 0.143 -0.623 -0.30 0.27 -0.06 -0.05
C 0.300 -1.246 0.801 0.19 0.14 0.51 0.00
O 0.860 -0.105 1.101 -0.10 -0.31 -0.09 -0.23
C 1.746 0.407 0.090 0.12 0.12 -0.10 -0.08
H -1.577 0.461 -1.663 -0.17 0.04 0.06 0.03
H -2.631 -0.296 -0.418 0.03 0.12 -0.11 0.03
H -1.478 0.988 0.049 -0.04 -0.14 -0.14 0.04
H -0.894 -0.618 -0.464 -0.07 -0.13 -0.25 -0.05
H -0.488 -1.353 1.590 0.32 -0.06 -0.01 0.04
H 2.165 -0.423 -0.490 -0.08 0.17 0.18 0.09
H 1.132 1.044 -0.559 0.26 -0.09 0.11 0.09
H 2.518 1.000 0.587 -0.17 -0.15 -0.11 0.09
```
Forces are in eV/Å.

Relative energy (zero: lowest compared OMol25 entry of this formula, charge and spin) in kJ/mol: 345.0
Kohn-Sham gap in eV: 9.48
DFT total energy in eV: -5284.5753
E_HOMO in eV: -8.58

Among the records above, which one has the lowest DFT total energy? C25H30N4O5

Among the records above, which one has the highest relative energy (zero: lowest compared OMol25 entry of this formula, charge and spin)? C3H8O

What is the Kohn-Sham gap in the third record? 8.58 eV